No. 1
Density functional theory data (ωB97M-V/def2-TZVPD) for a molecular structure, C24H62BrInN6O5P3 at a distorted geometry.

Output
Energy relative to the best compared isomer or geometry (same formula, charge and spin) ... 778.7 kJ/mol
Highest occupied orbital energy ... -4.3404 eV
Total charge ... -1
LUMO ... 0.4 eV
Orbital gap ... 4.8 eV

Each line ends with the Löwdin charge.
Cartesian coordinates (Å):
In 0.399 3.151 -0.284  0.572
Br -1.626 5.363 -1.981  0.463
P -5.311 -3.167 -1.190  0.762
P 5.771 -1.497 0.861  0.768
P 1.874 3.848 -2.226  0.531
O -3.677 2.327 0.834  -0.103
O 4.518 -0.832 0.240  -0.292
O -2.913 2.299 3.225  -0.039
O 3.283 4.414 -1.755  -0.682
O -4.254 -2.052 -1.001  -0.298
N -5.283 -2.967 -2.880  -0.317
N -6.526 -4.450 -1.408  -0.313
N -6.534 -2.213 -0.458  -0.360
N 7.212 -2.260 1.575  -0.314
N 6.802 -0.619 -0.171  -0.316
N 5.361 -3.024 0.198  -0.364
C -0.537 5.994 0.823  -0.366
C -4.089 -3.473 -3.554  -0.143
C -3.696 2.752 2.242  -0.301
C -7.239 -1.165 -1.184  -0.130
C -3.198 0.945 0.670  -0.199
C -0.806 1.224 -0.693  -0.301
C -1.291 7.428 0.574  -0.195
C 6.945 0.801 0.143  -0.132
C 5.639 -3.368 -1.190  -0.136
C 3.203 3.565 1.350  -0.314
C -4.761 3.967 2.670  -0.021
C 7.725 -3.605 1.393  -0.125
C 7.904 -1.073 -0.995  -0.120
C -1.206 4.800 -0.080  -0.735
C -1.570 0.763 0.702  -0.255
C 8.023 -1.450 2.467  -0.145
C 1.890 1.401 2.103  -0.181
C -6.376 -2.821 -3.821  -0.118
C -6.063 -5.727 -1.923  -0.146
C -6.166 -1.683 0.862  -0.142
C 1.673 2.958 1.626  -0.401
C 4.156 3.565 2.685  -0.175
C 3.993 -3.461 0.510  -0.150
C -7.954 -4.416 -1.153  -0.122
H 0.903 0.792 2.265  0.052
H -5.534 -0.792 0.786  0.053
H 8.707 -1.542 -0.420  0.066
H 3.736 -3.214 1.546  0.074
H -4.245 4.971 2.346  0.085
H -7.919 -1.601 -1.915  0.050
H 8.371 -0.246 -1.546  0.086
H -2.445 7.246 0.817  0.081
H -0.101 0.350 -1.102  0.040
H -6.492 -6.574 -1.372  0.079
H -8.392 -5.421 -1.137  0.077
H 5.264 -2.614 -1.888  0.091
H 7.575 -1.754 -1.777  0.056
H 6.709 -3.513 -1.339  0.050
H 7.120 1.396 -0.762  0.086
H -5.725 3.823 2.000  0.088
H 1.212 4.964 -2.913  -0.089
H 6.945 -4.364 1.494  0.082
H -7.059 -1.424 1.440  0.077
H 8.472 -3.865 2.152  0.076
H 1.105 3.597 2.430  0.068
H 2.441 1.414 3.162  0.065
H 8.316 -1.998 3.371  0.078
H -2.150 4.416 0.494  0.023
H 7.770 0.972 0.840  0.066
H -5.622 -2.438 1.443  0.077
H 3.513 3.633 3.677  0.073
H 7.464 -0.571 2.813  0.077
H -1.103 1.338 1.608  0.073
H -7.055 -3.678 -3.828  0.067
H -6.017 -2.712 -4.852  0.086
H -0.694 5.693 1.961  0.114
H -1.599 1.488 -1.521  0.033
H 2.603 0.842 1.346  0.070
H -6.313 -5.843 -2.980  0.078
H -6.555 -0.470 -1.679  0.092
H 8.930 -1.098 1.969  0.078
H -8.484 -3.858 -1.930  0.073
H 5.200 -4.336 -1.465  0.082
H -3.563 0.577 -0.395  0.130
H 4.895 4.488 2.635  0.067
H 0.619 5.999 0.641  0.092
H -4.974 -5.817 -1.820  0.075
H 3.103 4.683 0.958  0.092
H -4.213 -4.520 -3.846  0.064
H -3.853 -2.885 -4.448  0.082
H -1.156 7.870 -0.516  0.052
H -3.663 0.190 1.447  0.122
H -8.191 -3.989 -0.175  0.084
H -3.207 -3.410 -2.908  0.075
H 3.901 -4.547 0.413  0.072
H 2.103 2.825 -3.216  -0.076
H -7.896 -0.584 -0.524  0.085
H 3.252 -2.992 -0.146  0.079
H 6.034 1.205 0.598  0.066
H 3.752 2.961 0.480  0.102
H 4.786 2.570 2.758  0.054
H -6.946 -1.911 -3.645  0.058
H -1.359 -0.406 0.818  0.118
H 8.215 -3.716 0.422  0.072
H -0.805 8.220 1.306  0.066
H -4.982 3.937 3.826  0.094



No. 2
Density functional theory data (ωB97M-V/def2-TZVPD) for a molecular structure, C39H36ClEuN3Si2 at a distorted geometry.

Output
Highest occupied orbital energy (alpha / beta) ... -7.0856 / -8.4482 eV
Total charge ... +1
LUMO (alpha / beta) ... -2.3 / -2.3 eV
Orbital gap (alpha / beta) ... 4.8 / 6.1 eV
Multiplicity ... 7

Each line ends with the Löwdin charge.
Cartesian coordinates (Å):
Eu 0.374 0.027 -0.486  1.548
Cl 2.953 0.549 -5.560  0.477
Si 2.560 0.484 -7.816  0.572
Si 1.173 0.098 -4.452  0.322
N 2.506 0.506 2.918  0.122
N 2.037 -0.964 1.147  -0.014
N 1.306 1.618 1.212  -0.024
C 1.917 -1.123 -8.308  -0.339
C 0.528 -2.457 -9.810  -0.067
C -1.898 2.967 -3.643  -0.087
C 2.885 -3.222 1.214  -0.053
C 2.089 1.684 2.311  -0.274
C 1.502 1.822 -8.411  -0.347
C -2.198 -0.864 -0.654  -0.245
C -1.558 -0.294 1.494  -0.228
C 2.148 4.089 2.343  -0.035
C -1.252 -1.454 -4.704  -0.122
C -1.359 -3.847 -4.424  -0.100
C 3.513 -2.983 2.440  -0.034
C -1.454 -1.957 -0.099  -0.241
C 0.503 -2.592 -3.560  -0.154
C -0.172 -3.807 -3.696  -0.105
C 1.820 -3.548 -8.087  -0.071
C -1.081 -1.608 1.232  -0.234
C 3.370 -1.715 3.014  0.007
C 1.169 3.750 -9.881  -0.070
C -2.257 0.171 0.336  -0.235
C 0.093 -1.444 -4.285  -0.349
C -0.158 3.888 -9.441  -0.062
C 2.628 -0.741 2.331  -0.286
C -1.546 3.933 -4.576  -0.084
C -1.933 -2.661 -4.877  -0.085
C 2.353 -2.312 -7.702  -0.105
C 2.142 -2.206 0.601  -0.146
C 2.511 2.877 2.923  0.002
C 1.339 4.045 1.192  -0.054
C -0.318 3.808 -5.226  -0.093
C 0.895 2.813 0.693  -0.137
C -1.098 1.823 -3.447  -0.114
C 0.152 1.918 -8.041  -0.111
C 0.871 -3.633 -9.121  -0.062
C 1.065 -1.222 -9.422  -0.083
C 0.063 1.598 -4.236  -0.326
C 1.983 2.733 -9.366  -0.092
C -0.662 2.950 -8.523  -0.076
C 0.500 2.714 -4.980  -0.163
H 3.121 -2.286 -6.929  0.097
H -1.834 -4.796 -4.629  0.099
H 2.134 -4.470 -7.589  0.109
H 0.247 -4.722 -3.281  0.102
H 2.499 5.035 2.769  0.123
H 1.549 4.456 -10.632  0.112
H 0.014 4.539 -5.966  0.112
H -0.294 1.186 -7.364  0.107
H -0.170 -2.517 -10.652  0.111
H -2.831 3.100 -3.098  0.105
H -0.798 4.710 -9.805  0.116
H -1.492 0.230 2.453  0.095
H 1.475 2.737 -5.460  0.061
H -1.448 1.121 -2.670  0.068
H 3.032 0.611 3.779  0.144
H -0.562 -2.256 1.948  0.098
H -2.181 4.784 -4.809  0.107
H 1.576 -2.386 -0.329  0.083
H -2.654 -0.845 -1.643  0.088
H 0.813 -0.336 -10.006  0.106
H 1.386 -2.545 -2.922  0.072
H 1.849 0.001 -3.128  -0.059
H 3.990 0.636 -8.162  0.004
H 0.188 2.745 -0.157  0.096
H -1.262 -2.906 -0.599  0.090
H 3.816 -1.434 3.967  0.119
H 2.959 -4.189 0.721  0.112
H 0.416 -4.598 -9.397  0.114
H 3.132 2.801 3.823  0.123
H -2.779 1.123 0.241  0.089
H -1.760 -0.529 -4.956  0.093
H -1.702 3.046 -8.175  0.117
H 1.013 4.970 0.710  0.113
H 4.104 -3.750 2.943  0.122
H -2.900 -2.683 -5.383  0.107
H 3.005 2.640 -9.727  0.100



Which of these has the highest total charge? C39H36ClEuN3Si2



Look up the total charge of the first one. -1